Below is a molecular structure, C14H11N2ORuS3 at a distorted geometry, with properties calculated with ωB97M-V/def2-TZVPD.

Results
Calculated total energy (eV): -54803.1392
E_HOMO (spin up / spin down) (Eh): -0.419 / -0.420
Net charge: +1

Element x y z (Å)
Ru (-0.04, 0.16, 0.13)
C (0.12, -0.09, 4.38)
C (-0.51, -1.31, 4.62)
C (-1.02, -2.04, 3.56)
C (-0.90, -1.56, 2.28)
N (-0.31, -0.36, 2.07)
C (0.20, 0.36, 3.09)
C (-1.35, -2.21, 1.04)
C (-2.05, -3.40, 0.96)
C (-2.41, -3.91, -0.28)
C (-2.07, -3.23, -1.44)
C (-1.38, -2.02, -1.38)
C (-1.01, -1.53, -0.14)
H (0.53, 0.50, 5.19)
H (-0.59, -1.69, 5.63)
H (-1.51, -2.99, 3.74)
H (0.67, 1.30, 2.83)
H (-2.32, -3.94, 1.86)
H (-2.96, -4.84, -0.34)
H (-2.36, -3.63, -2.41)
H (-1.13, -1.48, -2.28)
C (-2.60, 5.12, -2.11)
O (-1.92, 4.16, -1.26)
C (-2.19, 2.89, -1.44)
S (-3.14, 2.18, -2.53)
S (-1.26, 1.93, -0.25)
H (-2.26, 6.09, -1.77)
H (-3.68, 5.01, -1.99)
H (-2.33, 4.95, -3.15)
S (4.18, 0.00, -1.40)
C (2.67, -0.02, -1.12)
N (1.47, -0.06, -0.90)

---

Below is 2 unconnected molecules or ions with the total composition C4H15N2O at a distorted geometry, with properties calculated with ωB97M-V/def2-TZVPD.

Results
Energy relative to the best compared isomer or geometry (same formula, charge and spin) (kcal per mole): 20.3
Calculated total energy (eV): -9412.7830
E_HOMO (Eh): -0.545
Net charge: +1

Element x y z (Å)
C (0.08, 0.09, -1.06)
N (-0.05, -1.19, -1.85)
C (0.74, -0.34, 0.24)
N (0.24, -1.72, 0.53)
C (0.75, 0.22, 2.79)
C (0.33, 0.64, 1.36)
H (-0.94, 0.34, -0.75)
H (0.46, 0.87, -1.70)
H (-0.95, -1.14, -2.29)
H (0.58, -1.14, -2.64)
H (1.82, -0.43, 0.10)
H (-0.69, -1.73, 0.95)
H (0.14, -2.03, -0.52)
H (0.88, -2.18, 1.17)
H (0.30, 0.97, 3.44)
H (1.83, 0.35, 2.92)
H (0.44, -0.77, 3.11)
H (-0.76, 0.70, 1.40)
H (0.75, 1.60, 1.06)
H (-1.30, 2.51, -3.07)
H (-2.74, 2.42, -2.58)
O (-1.92, 1.94, -2.62)

---

Below is 2 unconnected molecules or ions with the total composition C9H14O at a distorted geometry, with properties calculated with ωB97M-V/def2-TZVPD.

Results
Energy relative to the best compared isomer or geometry (same formula, charge and spin) (kcal per mole): 17.6
Structure (SMILES): Cc1ccccc1.CCO
Calculated total energy (eV): -11606.8744
E_HOMO (Eh): -0.333

Element x y z (Å)
C (-2.66, 0.15, 0.45)
C (-1.39, 0.72, -0.10)
C (-0.57, 1.50, 0.71)
C (0.64, 1.96, 0.22)
C (0.86, 1.90, -1.15)
C (-0.02, 1.25, -2.02)
C (-1.09, 0.58, -1.45)
H (-3.55, 0.78, 0.42)
H (-2.56, -0.12, 1.50)
H (-2.89, -0.79, -0.06)
H (-0.94, 1.67, 1.72)
H (1.44, 2.38, 0.80)
H (1.85, 2.17, -1.51)
H (0.15, 1.32, -3.08)
H (-1.68, -0.04, -2.11)
C (2.30, -1.28, 0.77)
C (0.91, -1.66, 0.32)
O (0.62, -2.87, 1.07)
H (2.95, -2.15, 0.86)
H (2.15, -0.87, 1.77)
H (2.79, -0.53, 0.16)
H (0.15, -0.95, 0.63)
H (0.79, -1.88, -0.74)
H (-0.24, -3.25, 0.82)

---

Below is a molecular structure, C45H62BF7N2O2Sb2Si3Y at a distorted geometry, with properties calculated with ωB97M-V/def2-TZVPD.

Results
Energy relative to the best compared isomer or geometry (same formula, charge and spin) (kcal per mole): 39.8
Calculated total energy (eV): -112200.8072
E_HOMO (Eh): -0.397
Net charge: +1

Element x y z (Å)
Y (-0.12, -0.48, 0.30)
C (0.75, -2.12, -3.24)
C (-0.55, -1.44, -2.92)
C (-1.59, -2.16, -2.33)
C (-1.41, -3.62, -2.00)
C (-2.85, -1.57, -2.18)
C (-3.97, -2.34, -1.52)
C (-3.10, -0.30, -2.73)
C (-4.50, 0.25, -2.70)
C (-2.06, 0.41, -3.33)
C (-2.31, 1.76, -3.96)
C (-0.77, -0.14, -3.41)
C (0.30, 0.58, -4.19)
H (1.61, -1.45, -3.15)
H (0.76, -2.51, -4.26)
H (0.92, -2.95, -2.58)
H (-0.84, -4.11, -2.78)
H (-2.37, -4.14, -1.95)
H (-0.90, -3.79, -1.05)
H (-4.69, -1.68, -1.06)
H (-3.59, -2.99, -0.74)
H (-4.50, -2.97, -2.24)
H (-4.71, 0.79, -1.77)
H (-5.24, -0.54, -2.77)
H (-4.68, 0.94, -3.52)
H (-2.52, 1.66, -5.03)
H (-1.45, 2.42, -3.87)
H (-3.16, 2.27, -3.52)
H (0.87, 1.30, -3.58)
H (-0.12, 1.14, -5.01)
H (1.03, -0.11, -4.61)
O (0.93, -0.92, 2.26)
N (1.19, -0.05, 3.17)
N (0.93, 1.12, 2.77)
O (0.45, 1.32, 1.57)
C (1.29, 2.28, 3.56)
C (1.41, 2.17, 4.93)
C (1.76, 3.30, 5.64)
C (1.98, 4.51, 4.99)
C (1.86, 4.59, 3.61)
C (1.51, 3.46, 2.88)
H (1.22, 1.23, 5.43)
H (1.84, 3.24, 6.72)
H (2.25, 5.39, 5.56)
H (2.05, 5.52, 3.09)
H (1.43, 3.49, 1.80)
F (-6.29, 5.36, -3.13)
C (-5.32, 4.68, -2.49)
C (-4.01, 4.91, -2.84)
C (-3.01, 4.21, -2.17)
C (-3.33, 3.30, -1.17)
C (-4.67, 3.10, -0.83)
C (-5.68, 3.79, -1.50)
Sb (-1.80, 2.29, -0.11)
C (-0.24, 3.68, -0.34)
C (0.94, 3.19, -0.90)
C (2.06, 4.00, -1.07)
C (1.97, 5.32, -0.68)
F (3.04, 6.12, -0.83)
C (0.81, 5.86, -0.15)
C (-0.29, 5.03, 0.01)
C (-2.48, 2.67, 1.84)
C (-1.85, 3.59, 2.67)
C (-2.29, 3.81, 3.97)
C (-3.37, 3.09, 4.42)
F (-3.81, 3.29, 5.68)
C (-4.03, 2.17, 3.64)
C (-3.57, 1.96, 2.34)
H (-3.78, 5.63, -3.61)
H (-1.98, 4.40, -2.44)
H (-4.96, 2.41, -0.05)
H (-6.72, 3.64, -1.25)
H (1.01, 2.16, -1.24)
H (2.98, 3.63, -1.51)
H (0.78, 6.90, 0.11)
H (-1.20, 5.46, 0.41)
H (-0.99, 4.15, 2.32)
H (-1.80, 4.52, 4.62)
H (-4.87, 1.62, 4.04)
H (-4.07, 1.20, 1.75)
C (3.81, -3.69, -2.90)
Si (2.90, -4.47, -1.49)
C (4.17, -5.44, -0.54)
C (1.63, -5.64, -2.15)
Sb (1.83, -2.73, 0.15)
Si (1.40, -4.13, 2.25)
C (3.00, -4.78, 2.93)
C (0.52, -3.31, 3.64)
C (0.34, -5.49, 1.59)
Si (3.92, -1.23, 0.17)
C (3.89, -0.46, -1.52)
C (3.89, 0.17, 1.37)
C (5.48, -2.20, 0.44)
H (4.13, -4.52, -3.53)
H (4.71, -3.17, -2.57)
H (3.23, -3.01, -3.52)
H (4.55, -6.23, -1.18)
H (3.77, -5.90, 0.35)
H (5.01, -4.82, -0.24)
H (2.16, -6.48, -2.61)
H (1.03, -5.18, -2.93)
H (0.96, -6.04, -1.40)
H (3.77, -4.02, 2.95)
H (3.37, -5.63, 2.37)
H (2.83, -5.11, 3.95)
H (1.14, -2.58, 4.15)
H (0.28, -4.12, 4.33)
H (-0.41, -2.82, 3.35)
H (0.85, -6.08, 0.83)
H (-0.59, -5.10, 1.18)
H (0.09, -6.17, 2.41)
H (2.98, 0.13, -1.67)
H (3.96, -1.16, -2.34)
H (4.74, 0.23, -1.59)
H (3.03, 0.83, 1.28)
H (4.77, 0.77, 1.13)
H (3.97, -0.15, 2.41)
H (5.81, -2.71, -0.47)
H (5.38, -2.95, 1.22)
H (6.27, -1.51, 0.74)
F (-3.44, -2.04, 2.30)
B (-2.50, -1.43, 1.58)
F (-2.96, -0.67, 0.48)
F (-1.65, -0.55, 2.29)
F (-1.53, -2.35, 0.96)

---

Below is a molecular structure, C7H10, with properties calculated with ωB97M-V/def2-TZVPD.

Results
Energy relative to the best compared isomer or geometry (same formula, charge and spin) (kcal per mole): 147.7
Calculated total energy (eV): -7414.6283
E_HOMO (spin up / spin down) (Eh): -0.292 / -0.292

Element x y z (Å)
C (1.50, -0.16, 0.50)
C (0.39, 0.70, 1.17)
C (-0.14, 1.36, 0.10)
C (-0.93, 0.21, -0.49)
C (-1.83, -0.26, 0.65)
C (-0.51, -0.54, 1.34)
C (0.20, -0.90, 0.00)
H (2.15, 0.33, -0.22)
H (2.07, -0.82, 1.16)
H (1.66, 1.11, -2.81)
H (1.29, 0.47, -2.74)
H (0.47, 2.01, -0.52)
H (-1.29, 0.28, -1.52)
H (-2.51, 0.48, 1.09)
H (-2.37, -1.18, 0.41)
H (-0.38, -1.16, 2.23)
H (0.23, -1.94, -0.37)

---

Below is 12 unconnected molecules or ions with the total composition C6H37N2O11 at a distorted geometry, with properties calculated with ωB97M-V/def2-TZVPD.

Results
Energy relative to the best compared isomer or geometry (same formula, charge and spin) (kcal per mole): 90.9
Calculated total energy (eV): -32317.0414
E_HOMO (Eh): -0.401
Net charge: +1

Element x y z (Å)
C (-1.86, -1.38, 2.20)
C (-1.33, -0.92, 0.97)
C (-2.34, -0.13, 0.06)
C (-1.92, -0.03, -1.38)
C (-0.90, 0.80, -1.65)
N (-0.05, 0.94, -2.74)
C (-2.46, -1.03, -2.25)
N (-0.95, -2.21, 0.18)
H (-1.09, -2.12, 2.69)
H (-2.89, -1.75, 1.98)
H (-1.80, -0.73, 3.15)
H (-0.27, -0.43, 1.13)
H (-3.35, -0.52, 0.17)
H (-2.60, 1.04, 0.37)
H (-0.53, 1.42, -0.84)
H (0.31, 1.80, -3.08)
H (-0.42, 0.47, -3.55)
H (-2.07, -0.91, -3.32)
H (-2.31, -2.16, -1.93)
H (-3.58, -1.09, -2.33)
H (-0.03, -2.63, 0.60)
H (-0.74, -2.05, -0.80)
H (-1.63, -2.86, 0.20)
H (3.27, -0.39, 2.35)
H (4.66, -0.38, 2.29)
O (3.99, -0.30, 1.71)
H (1.81, -2.99, -0.77)
H (1.81, -4.57, -0.47)
O (1.65, -3.72, -0.07)
H (-0.91, 3.97, -0.24)
H (-0.33, 3.37, 1.07)
O (-0.17, 3.60, 0.15)
H (-0.60, -2.12, -4.24)
H (0.95, -2.02, -4.38)
O (0.26, -1.89, -3.79)
H (-4.14, -3.71, -0.07)
H (-4.23, -2.62, -0.94)
O (-3.69, -3.43, -0.86)
H (1.88, 4.43, -2.01)
H (1.30, 4.01, -0.64)
O (2.05, 3.95, -1.20)
H (2.29, -2.11, 1.09)
H (1.87, -0.68, 0.83)
O (1.56, -1.53, 1.04)
H (3.41, 2.88, 0.56)
H (2.79, 4.15, 1.06)
O (3.26, 3.45, 1.29)
H (3.19, 0.57, -0.23)
H (1.84, 1.19, -0.83)
O (2.20, 0.87, 0.00)
H (-0.18, 1.29, 2.29)
H (-0.94, 1.70, 3.45)
O (-0.96, 1.76, 2.53)
H (2.07, 2.06, 2.64)
H (1.49, 3.33, 3.30)
O (1.39, 2.36, 3.23)